# 1
Below is a molecular structure, C27H25N7STi, with properties calculated with ωB97M-V with the def2-TZVPD basis set.

CARTESIAN COORDINATES (ANGSTROEM)
C  1.69511  5.04421  2.05817
H  -2.11399  -3.69089  4.79827
H  -1.75769  -1.27329  4.36417
H  -0.34819  4.70051  0.33607
H  2.31881  -3.53609  0.94767
S  3.96221  0.74501  -2.20723
C  -1.03449  -0.77909  1.04287
N  1.50651  0.11421  -1.79023
C  -0.48499  2.53701  0.16407
C  1.15621  1.33471  1.45827
C  -1.20629  -0.54599  2.42627
N  -1.46759  -2.39399  -0.83703
H  2.54551  2.49611  2.60157
C  0.03811  3.74591  0.67837
H  2.39621  2.37431  -3.86553
C  4.06841  -2.51439  0.22167
H  4.75791  -3.18239  0.73407
H  -3.10919  1.54591  -3.32653
H  -2.48779  4.45701  -0.22153
H  -0.54279  0.11421  -3.55083
Ti  -0.54279  0.11421  -1.79023
H  1.61111  0.39251  1.76057
C  -2.50309  -3.84409  3.78597
C  -1.90529  -3.04249  1.47547
C  1.11371  3.75151  1.57637
C  2.27561  0.97671  -2.40253
H  -4.13109  3.90661  -2.34863
H  0.72551  -2.01739  -0.21643
C  -1.45599  -2.05239  0.56507
H  -2.24509  -4.00809  1.11597
C  3.66011  -0.61659  -1.19913
H  2.21851  4.91021  3.01077
N  1.79201  1.97711  -3.15723
N  -1.53579  2.61701  -0.80993
H  5.64431  -1.30739  -0.64393
H  -2.18299  -4.84099  3.46477
N  -1.67299  -1.50179  -1.84733
C  4.57401  -1.46369  -0.55043
N  -1.68079  1.74101  -1.84293
C  2.28021  -0.79829  -1.09243
C  0.03441  1.29551  0.60477
H  -1.76699  -1.69139  -3.90483
N  -0.47909  0.11781  0.18687
C  -2.45799  3.65331  -0.93933
H  -1.48439  -4.38929  -3.45033
C  -1.99079  -2.79499  2.84977
H  -1.24299  -4.53609  -0.72633
H  2.40331  5.43501  1.32097
C  1.68571  2.53451  1.94077
C  -1.41089  -3.68499  -1.36523
H  0.90681  5.78621  2.22277
C  1.79631  -1.86549  -0.30833
H  0.82211  1.88311  -3.43673
C  -1.66699  -1.52549  3.31257
C  -3.27509  3.35011  -2.00063
C  2.69681  -2.71509  0.34297
H  -0.96239  0.43051  2.83947
C  -1.66229  -2.21579  -2.96573
C  -2.75989  2.14821  -2.50023
C  -1.52069  -3.58669  -2.73073
H  -3.59639  -3.81599  3.82117

Cartesian forces, eV/Å:
-0.09 0.23 0.24
-0.16 0.01 -0.17
-0.03 -0.09 -0.08
-0.02 -0.12 -0.02
0.04 0.17 -0.12
0.67 0.50 -0.22
-0.45 -1.16 0.88
0.73 -0.04 -0.05
0.78 0.55 0.43
0.12 0.64 0.22
-0.12 -0.33 0.33
-0.25 -2.04 0.06
-0.07 0.11 -0.05
0.37 -0.72 -0.11
-0.07 0.00 0.25
0.48 0.38 -0.24
-0.12 0.17 -0.13
0.05 0.16 -0.03
0.04 -0.08 -0.06
0.05 0.36 -0.57
1.00 0.15 -0.63
-0.20 0.11 -0.07
0.09 -0.30 0.13
0.13 0.94 -0.07
-0.43 -0.14 -0.40
-0.11 0.23 -0.68
0.13 -0.10 -0.01
0.46 -0.08 0.05
-0.61 -0.46 0.95
0.04 0.12 -0.08
0.12 -0.81 0.57
-0.03 0.02 -0.23
0.07 0.32 -0.28
-0.86 1.87 0.09
-0.16 -0.02 0.00
-0.18 0.11 0.06
-0.05 -1.63 0.56
-0.53 -0.03 0.03
-1.26 1.84 1.29
0.26 -1.41 1.18
0.89 1.97 1.06
0.06 -0.15 0.13
-1.27 -0.97 -1.12
0.88 -1.60 0.48
-0.03 0.13 0.07
0.06 -0.02 -0.51
-0.02 0.09 -0.01
-0.06 0.06 0.15
-0.49 -0.81 -0.41
0.23 1.76 0.74
0.19 -0.03 -0.11
0.33 0.07 -0.17
-0.10 -0.17 -0.13
0.39 0.61 -0.91
0.32 -0.33 0.09
-0.55 0.47 -0.38
0.04 -0.15 -0.23
-0.49 -0.46 -1.15
-0.26 -0.10 -0.96
-0.10 0.32 0.23
0.11 -0.11 0.09

Computed properties:
- expectation value of S² = 0.75
- E_HOMO (alpha / beta) (eV) = -9.977 / -10.027
- HOMO-LUMO gap (alpha / beta) (eV) = 7.3 / 7.4
- 2S+1 = 2
- total charge = +1

Atom charges from the natural (NBO) analysis, given in e for atoms 1 to 4: number 1, C, carries -0.635; number 2, H, carries 0.225; number 3, H, carries 0.222; number 4, H, carries 0.218

---

# 2
Below is a molecular structure, C27H26BrGeN2O2Y, with properties calculated with ωB97M-V with the def2-TZVPD basis set.

CARTESIAN COORDINATES (ANGSTROEM)
O  4.09753  -1.22436  -2.47333
C  -5.79494  1.45504  -1.39440
H  4.08980  4.22535  3.45903
C  0.44146  -3.09365  2.66577
C  -2.84759  2.90834  -3.13835
N  -4.60365  2.16812  -0.99880
H  -0.48269  -3.11845  2.08334
C  2.04663  -4.32666  3.98733
N  0.73706  -2.03467  -1.90341
Y  0.28906  -0.09143  -1.08788
H  3.45934  -3.77423  -2.97939
H  -4.23075  2.85476  0.96017
C  0.12562  -4.36474  -2.07504
H  -2.51004  4.08976  -4.92482
H  -5.89180  3.18050  0.31612
O  2.30826  0.02257  -1.82667
C  -3.26488  1.55310  -1.03259
H  -4.43307  4.12298  -0.23078
H  -0.09904  3.12440  -5.05807
H  0.08065  -5.15255  3.28485
H  3.93712  -3.27946  4.38382
C  0.72992  -4.25789  3.42055
H  -0.32905  -0.04401  2.67009
C  1.43398  -4.64893  -2.51108
C  -0.23149  2.26322  -3.07396
Br  -1.91102  -2.51468  -1.09569
H  -2.86473  1.67821  -0.04414
C  2.48993  -2.01782  3.47766
C  3.81400  2.78179  1.84980
H  0.83950  2.18352  -3.01029
H  2.62147  2.91896  4.99361
H  -3.37569  0.49527  -1.34019
C  2.81373  2.50285  4.00647
H  -0.65302  -5.17287  -2.00743
C  2.20611  1.28604  3.58168
C  -0.14651  -3.06423  -1.75524
H  3.14276  -1.14107  3.46217
C  -4.82686  3.13928  0.04046
C  -2.35610  2.13347  -2.11096
H  -3.91641  3.08314  -3.16359
H  1.74989  -5.67486  -2.63527
H  -5.92115  0.49539  -0.80191
C  2.89427  -1.12494  -2.19940
C  2.39422  -3.65377  -2.65807
H  2.46525  -5.31292  4.27020
H  4.51211  3.42338  1.18778
H  1.42346  0.81028  4.20236
C  2.37594  0.90059  2.24465
H  -5.72805  1.09908  -2.46367
C  3.24714  1.59484  1.40404
C  1.26689  -2.00060  2.78741
Ge  0.85646  -0.42753  1.70479
H  -6.69907  2.09419  -1.25613
C  -2.05714  3.42269  -4.17583
C  2.01076  -2.34386  -2.29757
C  3.60611  3.25333  3.15360
C  -1.06329  1.63886  -2.12304
H  3.56327  1.25388  0.41687
C  -0.75306  2.94957  -4.16696
C  2.92147  -3.24655  3.99930

Cartesian forces, eV/Å:
-2.88 -0.10 0.69
-0.73 -0.88 -1.31
-0.75 -1.29 -0.20
-0.81 -2.24 1.78
-0.86 0.97 -0.01
-0.32 -0.93 1.51
0.23 0.39 0.07
-0.62 -1.35 -0.47
0.04 -4.04 -0.53
-0.12 3.10 -0.34
-1.19 -0.21 0.36
-0.61 0.15 -0.96
-0.48 -0.97 -0.03
0.49 -0.64 0.21
0.54 0.21 -0.28
-0.64 -1.72 0.08
-1.02 -0.32 -1.72
-0.12 0.04 -0.24
-0.44 0.29 1.11
0.70 0.76 0.53
-0.25 -0.43 0.10
1.33 0.31 -1.30
-0.43 0.29 -0.74
0.42 0.11 0.24
-0.68 -0.92 -0.28
1.09 -0.06 -0.30
0.38 -0.09 0.32
0.22 -1.24 -0.31
1.60 1.37 -0.41
0.46 -0.52 -0.31
-0.03 -0.46 -0.02
-0.24 0.34 0.60
-0.31 -0.31 0.19
1.00 1.01 0.08
-0.65 1.22 -0.32
0.05 1.10 -0.50
-0.22 -0.43 0.10
0.36 0.23 1.37
-0.22 -0.73 -0.51
-0.12 0.49 0.07
-0.24 -0.12 -0.33
0.32 1.07 -0.26
3.57 1.21 -0.97
0.41 1.47 0.36
-0.61 0.70 0.19
-1.31 -1.43 0.92
0.81 0.22 -0.15
-0.75 -0.09 -0.17
0.08 0.50 0.97
0.34 0.20 -0.31
0.75 1.64 -1.36
1.54 0.16 3.02
0.83 -0.57 -0.19
-0.34 -1.19 0.54
-1.17 -0.07 0.14
0.34 0.39 -0.41
1.33 0.66 1.01
-0.55 -0.07 0.11
0.93 1.34 -1.45
-0.44 1.47 -0.02

Computed properties:
- E_HOMO (alpha / beta) (eV) = -13.683 / -13.871
- HOMO-LUMO gap (alpha / beta) (eV) = 4.9 / 5.2
- total charge = +2

Atom charges from the natural (NBO) analysis, given in e for atoms 1 to 4: number 1, O, carries -0.510; number 2, C, carries -0.477; number 3, H, carries 0.247; number 4, C, carries -0.227

---

# 3
Below is a molecular structure, C27H26Cl2IN6ReS, with properties calculated with ωB97M-V with the def2-TZVPD basis set.

CARTESIAN COORDINATES (ANGSTROEM)
C  4.08679  1.94608  -2.22349
Re  -0.52284  0.23046  0.46190
H  -2.37867  2.55018  -0.70366
H  -0.96892  -2.03432  2.51807
N  -2.72028  1.72378  -1.18458
C  1.05638  -2.40821  -2.81473
N  -2.16961  -0.92382  1.23365
C  2.28802  -4.58999  -2.85912
C  -0.47358  3.10306  0.89846
N  0.06273  -1.57047  -0.79677
H  5.47998  0.42079  -2.74489
N  1.00454  1.56608  -0.17498
C  1.36059  3.89724  -0.64382
C  0.71505  0.55090  3.87278
C  -1.14737  1.94369  1.36604
Cl  -0.70192  0.00515  4.68451
H  2.97478  4.37852  -1.95345
C  4.57328  0.66972  -2.21165
C  -2.20027  2.11172  2.28206
H  4.31749  -1.31944  -1.42323
H  1.15945  -4.71797  -0.34444
H  -0.94033  1.14722  -2.00484
H  -5.49127  -1.25704  0.88811
C  0.41749  -1.43293  -2.09371
H  -5.11317  -3.04710  2.58129
I  -2.54936  -4.11015  4.08965
H  -2.01148  -0.05397  -1.72061
C  -2.99176  -2.67107  2.66932
C  1.38544  -3.61046  -2.18732
C  -1.87844  4.49834  2.25954
H  1.04287  4.92088  -0.52138
H  -2.74141  1.25574  2.66072
H  -3.58647  0.08676  0.09694
C  -4.49895  -1.46219  1.26490
C  0.31580  -2.76489  -0.22430
Cl  1.01383  -0.40451  2.28657
C  2.19630  1.25499  -0.82588
H  -3.05493  1.98521  -2.10835
H  1.61599  0.33068  4.43647
C  2.74777  -0.03689  -0.78363
H  4.60539  2.73405  -2.75424
H  2.28840  -0.81101  -0.18773
H  0.01713  -2.89051  0.80777
C  0.66124  2.86700  -0.01256
C  0.95376  -3.79754  -0.87451
C  2.90457  2.26906  -1.51668
C  3.90790  -0.31770  -1.46308
N  1.80693  -5.80823  -3.08885
C  2.44253  3.59429  -1.42875
H  0.24329  -0.47148  -2.56049
H  -3.35464  3.48865  3.44649
C  -3.43514  -0.71678  0.80399
N  -1.62075  0.80048  -1.32363
H  1.35632  -2.22294  -3.83703
C  -1.97299  -1.89037  2.15784
C  -2.55221  3.37396  2.72999
H  2.40823  -6.49817  -3.51763
C  -0.84127  4.36644  1.34272
H  0.83897  -6.04767  -2.94826
C  -4.28749  -2.45454  2.20924
H  -2.15685  5.48221  2.61273
S  3.80143  -4.04651  -3.15685
H  -0.32270  5.25380  1.00768
H  0.63439  1.58170  3.54967

Cartesian forces, eV/Å:
0.01 -0.03 0.00
0.07 0.01 0.01
-0.04 -0.02 -0.02
0.08 -0.01 0.02
-0.02 -0.05 0.07
0.02 -0.02 -0.01
-0.06 -0.15 0.05
-0.06 0.03 -0.01
0.04 -0.01 -0.01
-0.01 0.00 0.00
0.00 0.00 0.00
-0.01 0.07 0.00
0.01 -0.03 -0.02
-0.06 0.00 0.00
0.00 0.02 0.04
0.02 0.00 0.02
0.01 0.00 0.00
0.00 0.03 0.00
0.03 -0.01 -0.02
0.00 0.00 0.02
0.00 0.00 0.01
0.01 -0.02 0.02
0.00 0.01 0.00
0.01 0.04 -0.05
-0.01 0.00 0.01
0.00 0.00 0.01
-0.04 -0.06 -0.05
-0.03 0.02 -0.03
-0.01 0.01 0.00
-0.03 -0.03 0.02
-0.01 0.00 0.00
-0.02 -0.03 -0.01
-0.02 0.06 -0.01
-0.01 0.02 0.00
-0.02 0.00 0.07
0.04 -0.02 0.01
0.00 -0.06 -0.01
0.00 0.01 -0.02
0.01 0.00 -0.01
0.00 0.03 0.01
0.00 0.01 0.00
0.02 -0.01 -0.01
-0.01 0.01 -0.01
-0.01 0.02 0.06
0.02 0.00 -0.03
0.02 -0.01 -0.01
-0.02 -0.02 0.00
0.05 -0.03 -0.01
-0.03 0.00 0.02
-0.02 -0.03 0.00
0.00 0.00 0.00
0.04 0.07 -0.06
0.02 0.11 -0.01
0.01 0.01 0.00
-0.02 0.02 0.00
0.01 0.05 -0.01
-0.01 0.00 0.00
0.01 -0.04 -0.02
-0.01 0.00 0.00
0.04 -0.02 -0.01
-0.01 0.00 0.00
0.00 0.01 0.02
0.00 0.01 0.00
0.00 0.03 -0.01

Computed properties:
- expectation value of S² = 3.79
- E_HOMO (alpha / beta) (eV) = -15.469 / -15.438
- HOMO-LUMO gap (alpha / beta) (eV) = 6.5 / 4.5
- 2S+1 = 4
- total charge = +3

Atom charges from the natural (NBO) analysis, given in e for atoms 1 to 4: number 1, C, carries -0.124; number 2, Re, carries 1.528; number 3, H, carries 0.385; number 4, H, carries 0.222

---

# 4
Below is a single C27H26FN5O4S2 molecule, with properties calculated with ωB97M-V with the def2-TZVPD basis set.

CARTESIAN COORDINATES (ANGSTROEM)
C  -1.64502  0.21688  -6.36403
H  2.53971  -4.22073  -0.07409
N  1.61172  -2.99761  1.65928
H  -1.39504  -0.73981  2.95330
C  -0.82683  -1.02790  -4.34727
C  -1.35951  -1.95241  1.29249
H  2.80219  0.02423  -5.02363
H  -0.06377  -2.05587  -2.63810
O  -0.33772  3.91156  1.40390
H  -1.84731  -1.32422  -4.15424
C  1.78202  -0.27521  -4.82953
C  0.77425  0.12813  -5.68670
H  0.34537  4.53080  4.70761
H  -2.35172  -0.58955  -6.54848
C  2.59319  -1.51008  -2.79417
C  -1.62514  2.35028  3.38186
C  1.58068  0.98816  -1.25935
N  2.19715  -1.42952  -1.40791
H  1.50294  2.39759  4.51880
C  1.15796  1.97112  -0.38199
N  0.98683  -2.91337  2.73440
H  0.13509  1.52229  5.26266
C  -2.27042  -2.67182  -1.25288
C  1.74782  -2.02870  0.72995
C  1.74993  -0.29047  -0.75542
H  0.30126  3.76294  6.32707
H  -1.69615  4.49773  3.43852
N  -0.93199  -1.54640  2.55109
H  3.48565  -0.89359  -2.94848
C  1.49363  -1.06360  -3.72476
C  -1.71389  -3.62012  -0.41135
C  2.21674  -2.44199  -0.52735
H  -1.24845  0.56307  -7.31485
H  -1.99471  2.32609  2.35819
H  -3.10851  3.70825  4.20902
O  1.82198  3.56251  2.53194
C  0.42247  2.38354  4.65178
H  -0.86431  -4.02173  1.51121
H  1.77052  1.21111  -2.29677
H  -2.82186  -0.59449  -1.45453
H  2.85512  -2.55487  -2.98903
C  -2.38963  -1.35800  -0.82799
S  0.49427  -1.35010  4.73643
H  -1.63532  -4.64699  -0.73352
H  0.98942  2.98280  -0.71240
C  -1.26989  -3.27161  0.85089
H  1.01716  0.73996  -6.54307
C  -1.93684  -1.01871  0.42774
O  2.58410  -3.67154  -0.87494
C  -0.54499  -0.23858  -5.45649
N  -0.18144  2.22072  3.34073
C  0.17730  -1.44064  -3.49324
C  1.13412  0.41124  1.47440
C  0.96048  1.67618  0.95937
H  -2.62294  -2.95544  -2.23192
S  0.57104  3.02522  2.07686
F  -2.05921  0.26174  0.85374
C  0.19125  -1.94742  3.22235
C  1.48127  -0.61132  0.59791
O  -1.45724  3.75382  5.35368
H  1.01305  0.26017  2.53331
C  -2.02759  3.65856  4.06675
H  -2.02094  1.49986  3.94736
C  -0.04826  3.68802  5.29628
H  -2.19102  1.03984  -5.90240

Cartesian forces, eV/Å:
-0.04 0.05 0.04
-0.09 0.08 0.11
-0.05 -0.38 -0.12
0.13 -0.18 0.11
0.09 -0.01 0.00
-0.24 -0.16 -0.67
0.12 0.05 0.00
-0.03 -0.04 0.11
-0.20 -0.22 -0.01
-0.15 -0.05 0.03
0.05 -0.13 0.17
-0.10 -0.02 -0.01
-0.02 -0.01 0.11
-0.07 -0.02 -0.06
0.15 -0.08 -0.38
-0.57 0.29 -0.07
0.05 -0.02 0.01
0.15 -0.56 -0.01
-0.01 -0.07 0.23
-0.01 0.14 -0.04
0.57 -1.47 -0.29
0.03 0.06 -0.12
-0.03 0.02 0.06
0.22 0.48 -0.42
-0.26 0.37 0.74
0.07 0.02 -0.09
-0.09 -0.05 0.08
0.30 0.05 0.10
-0.06 -0.11 0.01
-0.02 0.02 -0.10
0.02 -0.05 -0.07
-0.18 -0.37 0.62
-0.03 0.02 -0.08
-0.23 -0.07 0.09
0.05 0.00 -0.10
0.00 -0.15 0.26
0.31 0.34 0.55
0.02 -0.04 0.05
-0.02 0.05 -0.11
-0.05 0.12 -0.06
0.06 0.18 0.04
0.01 0.06 0.11
0.10 0.16 0.04
0.00 -0.10 -0.03
0.00 0.11 -0.17
-0.11 0.15 0.08
0.01 0.06 -0.10
0.10 -0.08 0.12
0.03 0.42 -0.24
0.07 0.00 -0.03
0.57 0.53 -0.81
0.11 -0.01 -0.01
0.07 -0.14 -0.08
-0.21 0.37 0.33
-0.05 -0.02 -0.12
0.23 -0.57 -0.25
0.02 -0.25 -0.01
-0.86 1.39 0.78
0.09 0.24 -0.23
-0.12 -0.08 0.15
-0.04 -0.14 0.11
-0.11 -0.13 -0.20
0.02 0.00 -0.06
0.28 -0.15 -0.04
-0.08 0.06 -0.04

Computed properties:
- E_HOMO (eV) = -8.095
- HOMO-LUMO gap (eV) = 7.4
- SMILES = Cc1ccc(Cn2c(O)c(/N=N\C(=S)Nc3ccccc3F)c3cc(S(=O)(=O)N4CCOCC4)ccc32)cc1
- total charge = 0

Atom charges from the natural (NBO) analysis, given in e for atoms 1 to 4: number 1, C, carries -0.629; number 2, H, carries 0.524; number 3, N, carries -0.119; number 4, H, carries 0.434

---

| no. | calculated total energy (Ha) |
| --- | --- |
| 1 | -2674.65976 |
| 2 | -5993.01317 |
| 3 | -3066.63121 |
| 4 | -2515.41713 |